Computed, not measured: 7 unconnected molecules or ions with the total composition C31H49FN6O4 at a distorted geometry, with ωB97M-V/def2-TZVPD.

Results
HOMO-LUMO gap = 8.400 eV
LUMO = -1.7 eV
Total charge = 0
HOMO energy = -0.370 hartree
Structure (SMILES) = O=C1OC(=O)C(CCCO)=C1F.CCCC#N.CCCC#N.CCCC#N.CCCC#N.CCCC#N.CCCC#N

The geometry in XYZ format:
```
91
C31H49FN6O4, DFT ωB97M-V/def2-TZVPD
O -4.132 1.521 0.777
C -2.861 1.582 0.469
O -2.482 1.661 -0.939
C -1.210 0.880 -0.795
O -0.264 1.073 -1.678
C -0.953 0.224 0.663
C 0.102 -0.950 1.153
C -0.973 -2.187 1.529
C -1.128 -2.519 3.106
O -0.375 -1.704 4.047
C -1.873 0.933 1.570
F -2.122 0.993 2.999
H 0.838 -0.678 1.983
H 0.640 -1.377 0.170
H -2.078 -1.927 1.142
H -0.708 -3.184 0.981
H -2.289 -2.530 3.399
H -0.781 -3.623 3.285
H -0.467 -0.724 3.896
C -5.464 4.583 0.497
C -5.751 4.267 1.962
C -6.998 4.977 2.491
C -6.816 6.482 2.386
N -6.664 7.731 2.300
H -5.260 5.648 0.346
H -4.582 4.033 0.155
H -6.311 4.300 -0.138
H -4.878 4.550 2.563
H -5.880 3.184 2.073
H -7.168 4.707 3.538
H -7.882 4.680 1.916
C -1.714 4.342 -5.349
C -1.093 3.047 -4.833
C 0.432 3.029 -4.955
C 0.832 3.166 -6.415
N 1.164 3.279 -7.626
H -1.521 4.485 -6.417
H -2.800 4.321 -5.216
H -1.320 5.209 -4.808
H -1.520 2.203 -5.388
H -1.370 2.915 -3.781
H 0.829 2.088 -4.560
H 0.874 3.851 -4.382
C 1.044 -4.803 -3.662
C 0.022 -3.673 -3.598
C 0.567 -2.416 -2.916
C 0.965 -2.740 -1.485
N 1.296 -3.009 -0.298
H 1.340 -5.138 -2.663
H 0.621 -5.669 -4.182
H 1.945 -4.488 -4.201
H -0.868 -4.029 -3.065
H -0.292 -3.419 -4.616
H -0.197 -1.632 -2.907
H 1.440 -2.033 -3.455
C 0.881 -9.048 -2.375
C 1.137 -8.535 -0.961
C -0.153 -8.283 -0.178
C -0.989 -7.232 -0.890
N -1.682 -6.360 -1.481
H 0.332 -8.318 -2.977
H 1.830 -9.242 -2.886
H 0.307 -9.982 -2.356
H 1.723 -7.610 -1.020
H 1.746 -9.269 -0.421
H 0.084 -7.930 0.832
H -0.735 -9.206 -0.087
C 3.869 0.720 0.046
C 5.010 0.977 1.024
C 5.302 -0.223 1.927
C 4.071 -0.555 2.754
N 3.049 -0.830 3.440
H 2.925 0.531 0.567
H 3.715 1.593 -0.597
H 4.088 -0.141 -0.595
H 4.762 1.852 1.638
H 5.914 1.227 0.458
H 6.136 0.006 2.599
H 5.580 -1.097 1.327
C 1.777 3.830 4.397
C 3.056 4.029 5.204
C 4.018 5.029 4.559
C 4.430 4.531 3.184
N 4.773 4.118 2.043
H 1.985 3.414 3.406
H 1.109 3.131 4.909
H 1.244 4.779 4.267
H 3.554 3.059 5.324
H 2.792 4.382 6.207
H 4.911 5.147 5.182
H 3.542 6.011 4.459
```